[1]
{"formula": "C36H56N10O3SSeTi", "method": "ωB97M-V/def2-TZVPD", "species": ["Se", "Ti", "S", "O", "O", "O", "N", "N", "N", "N", "N", "N", "N", "N", "N", "N", "C", "C", "C", "C", "C", "C", "C", "C", "C", "C", "C", "C", "C", "C", "C", "C", "C", "C", "C", "C", "C", "C", "C", "C", "C", "C", "C", "C", "C", "C", "C", "C", "C", "C", "C", "C", "H", "H", "H", "H", "H", "H", "H", "H", "H", "H", "H", "H", "H", "H", "H", "H", "H", "H", "H", "H", "H", "H", "H", "H", "H", "H", "H", "H", "H", "H", "H", "H", "H", "H", "H", "H", "H", "H", "H", "H", "H", "H", "H", "H", "H", "H", "H", "H", "H", "H", "H", "H", "H", "H", "H", "H"], "positions_angstrom": [[-1.03, -2.40, -8.90], [-0.86, 1.23, -0.46], [0.38, 1.36, 1.77], [-1.38, 2.02, -2.30], [-0.16, -0.40, -0.85], [0.60, -2.15, -1.99], [-1.52, -2.41, 0.61], [-1.64, 2.24, -4.65], [-0.82, 0.32, -3.80], [-2.42, 0.90, 0.33], [2.78, 0.61, 0.56], [1.66, -3.86, 4.67], [2.84, 1.21, 2.88], [1.75, -5.10, 2.76], [0.85, -6.01, 4.70], [-1.16, -0.78, -6.40], [-1.25, 1.58, -3.57], [2.03, 4.55, -2.51], [3.60, -0.65, 0.46], [4.97, -0.55, -0.36], [-3.63, 0.71, 0.85], [-2.59, -0.35, 4.16], [2.21, 1.06, 1.71], [4.17, 1.73, -3.84], [1.89, -4.14, 0.46], [4.32, 1.06, 3.03], [-6.10, 0.71, 0.53], [1.28, -4.98, 4.01], [-2.67, 0.87, 3.19], [2.45, 3.22, -2.82], [2.39, 0.77, -2.52], [-1.83, 3.68, -4.81], [-6.28, 0.86, 1.89], [-4.77, 1.36, -2.31], [3.55, 2.97, -3.68], [1.12, 4.76, -1.50], [0.20, -1.71, -0.94], [2.19, -3.91, 1.95], [1.82, 2.10, -2.22], [-3.80, -1.01, -1.89], [0.93, 2.34, -1.16], [-2.61, 2.15, 4.02], [4.87, 2.16, 3.91], [-4.78, 0.51, 0.00], [-4.75, 0.13, -1.48], [-0.13, -2.54, 0.34], [0.77, 3.66, -0.71], [-5.17, 0.86, 2.76], [3.55, 0.61, -3.28], [0.39, -4.04, 0.15], [-3.87, 0.70, 2.31], [-1.14, -1.45, -7.37], [-5.34, 0.89, 3.82], [-6.97, 0.78, -0.07], [1.77, -0.05, -2.26], [2.39, 0.99, -0.31], [1.91, -6.06, 2.41], [0.87, 5.68, -1.03], [2.06, -3.04, 4.24], [2.35, -3.48, -0.26], [-2.84, 3.83, -5.22], [5.03, 1.66, -4.55], [1.63, -3.00, 2.31], [4.54, 3.10, 3.56], [4.46, 1.97, 4.92], [4.53, 0.05, 3.43], [-4.23, -1.93, -1.45], [-1.96, -0.06, 5.03], [5.95, 2.10, 4.03], [-1.69, 4.22, -3.79], [-3.43, 2.25, 4.80], [-2.09, -3.02, -0.01], [-1.36, 1.68, -5.46], [3.89, 3.79, -4.27], [0.18, -4.13, -0.95], [-1.75, 0.91, 2.58], [-4.33, 1.18, -3.27], [2.40, 5.32, -3.15], [-2.51, 3.01, 3.34], [-5.77, 1.72, -2.59], [-1.90, -1.43, 0.62], [-2.78, -0.80, -1.56], [1.59, -3.78, 5.64], [-2.07, -1.21, 3.71], [-0.23, -4.67, 0.78], [3.34, -3.85, 2.02], [0.56, -6.85, 4.23], [-1.06, 4.09, -5.53], [2.25, -5.15, 0.19], [-0.29, -0.20, -3.10], [-3.61, -0.76, 4.38], [4.08, -0.28, -3.52], [4.94, -1.38, -1.10], [4.80, 1.05, 2.07], [0.56, -6.00, 5.68], [-7.24, 0.76, 2.40], [-1.66, 2.12, 4.60], [-3.93, -1.14, -2.98], [5.06, 0.41, -0.85], [5.76, -0.82, 0.38], [-0.81, 0.00, -4.76], [2.27, 1.51, 3.62], [0.23, 3.86, 0.18], [0.44, -2.02, 1.15], [3.82, -0.91, 1.54], [-5.78, -0.22, -1.58], [-4.16, 2.15, -1.79], [2.90, -1.37, 0.03]], "homo_energy_ev": [-0.12, -1.33], "charge": -2, "de_lowest_kcal_mol": 15.1, "multiplicity": 3}

[2]
{"formula": "C36H57F6N3O14S", "method": "ωB97M-V/def2-TZVPD", "species": ["S", "F", "F", "F", "F", "F", "F", "O", "O", "O", "O", "O", "O", "O", "O", "O", "O", "O", "O", "O", "O", "N", "N", "N", "C", "C", "C", "C", "C", "C", "C", "C", "C", "C", "C", "C", "C", "C", "C", "C", "C", "C", "C", "C", "C", "C", "C", "C", "C", "C", "C", "C", "C", "C", "C", "C", "C", "C", "C", "C", "H", "H", "H", "H", "H", "H", "H", "H", "H", "H", "H", "H", "H", "H", "H", "H", "H", "H", "H", "H", "H", "H", "H", "H", "H", "H", "H", "H", "H", "H", "H", "H", "H", "H", "H", "H", "H", "H", "H", "H", "H", "H", "H", "H", "H", "H", "H", "H", "H", "H", "H", "H", "H", "H", "H", "H", "H"], "positions_angstrom": [[2.26, -1.03, 1.93], [1.10, 1.08, -5.41], [-3.11, -5.56, 4.43], [-3.63, -4.96, 2.45], [-7.65, -3.88, -3.30], [-2.37, -6.67, 2.77], [2.73, 7.37, -2.08], [-2.68, -0.56, -3.76], [3.41, -1.73, 2.41], [4.14, 5.65, -2.47], [-0.74, 0.49, -4.24], [-1.47, -0.46, 5.96], [-6.07, -0.18, -1.41], [2.49, 2.05, 5.18], [1.49, -1.97, 0.93], [6.09, 6.63, -1.97], [6.08, 4.56, -2.86], [-6.70, -1.91, -2.73], [-1.30, -1.38, -5.34], [2.60, 0.17, 1.26], [-6.61, -2.17, -0.50], [-1.79, -4.98, 0.10], [1.23, 0.89, 3.45], [-2.64, 2.62, 4.40], [-1.41, 0.46, 4.90], [3.84, 6.74, -1.62], [0.00, -2.04, 1.02], [-1.39, -4.59, 3.18], [-0.11, -0.88, -5.96], [-2.75, 1.25, 4.86], [2.26, 2.75, -2.49], [-1.25, -0.23, 3.53], [-1.38, 1.74, -1.54], [-0.48, -0.68, 0.53], [-2.51, 0.93, 0.60], [4.01, 1.17, -1.54], [1.28, -0.57, 3.41], [5.50, 0.89, -1.73], [3.35, 1.75, -2.80], [-7.17, -3.37, -1.04], [-0.30, -2.40, 2.48], [1.13, 2.17, -1.61], [-0.13, -1.25, 3.49], [-0.25, 2.64, -2.05], [-6.74, -3.30, -2.48], [-2.64, -5.43, 3.19], [-1.57, -3.80, -0.31], [-2.66, -3.21, -1.13], [-1.63, -3.11, 2.82], [6.01, -0.16, -0.73], [0.44, 0.03, -4.88], [-1.68, -0.49, -4.39], [5.07, 7.60, -1.74], [-0.23, -3.13, -0.05], [-6.43, -1.30, -1.53], [-2.01, -0.51, 0.37], [5.50, 5.52, -2.48], [1.92, 1.45, 4.30], [6.94, 0.44, 0.33], [-1.66, 2.01, -0.06], [1.83, 3.15, -3.41], [-2.24, -0.69, -0.67], [-0.31, 2.77, -3.12], [-2.03, -2.69, 3.73], [2.96, 0.93, -3.40], [5.28, 8.18, -0.85], [-0.98, -5.33, 0.61], [-2.31, -2.54, -1.92], [-2.25, -1.02, 5.87], [-0.36, -0.33, -6.86], [-0.04, -0.55, -0.45], [-1.12, 0.58, 2.83], [1.30, 2.57, -0.62], [-6.78, -4.24, -0.52], [0.57, -1.70, -6.21], [-0.43, 3.62, -1.61], [-1.17, 0.71, -1.75], [2.73, 3.60, -2.00], [5.18, -0.65, -0.22], [-2.69, 2.72, 3.40], [-8.26, -3.34, -0.94], [0.48, -3.11, 2.76], [6.51, 1.36, 0.71], [-2.57, -1.16, 1.02], [-0.64, 1.21, 5.04], [-1.85, 3.10, 4.79], [5.71, 0.50, -2.72], [-2.73, 1.13, 1.64], [6.08, 1.79, -1.56], [4.13, 2.21, -3.40], [-1.04, -4.57, 4.20], [0.12, -2.68, -0.98], [-3.47, 0.96, 0.08], [0.49, -3.92, 0.15], [-3.50, 0.70, 4.31], [-3.29, -3.99, -1.52], [-0.58, -5.03, 2.61], [3.55, 0.21, -1.34], [7.91, 0.65, -0.09], [5.01, 8.28, -2.60], [1.23, 1.09, -1.56], [1.08, -0.47, -4.15], [-3.08, 1.29, 5.89], [-2.25, 2.00, -2.14], [-2.23, -0.65, 3.31], [-0.70, 2.10, 0.45], [-0.15, -1.75, 4.46], [3.91, 1.84, -0.70], [7.09, -0.23, 1.17], [1.86, -0.91, 4.25], [-3.30, -2.59, -0.51], [6.57, -0.94, -1.23], [-2.42, -3.00, 2.08], [-5.75, -3.73, -2.67], [-2.13, 2.98, 0.00], [3.65, 6.37, -0.61], [-0.11, 0.15, 1.12]], "homo_energy_ev": -9.28, "de_lowest_kcal_mol": 0.0, "smiles": "[H]/N=C(/C)C[C@]1(CCCCCCCCCCCCC)OS(=O)(=O)[C@@H](N=C=O)[C@@H](C[C@H](O)CN)[C@H]1CCC(F)(F)F.O=C1OC[C@@H](F)O1.O=C1OC[C@@H](F)O1.O=C1OC[C@@H](F)O1"}

[3]
{"formula": "C36H57N5O9", "method": "ωB97M-V/def2-TZVPD", "species": ["O", "O", "O", "O", "O", "O", "O", "O", "O", "N", "N", "N", "N", "N", "C", "C", "C", "C", "C", "C", "C", "C", "C", "C", "C", "C", "C", "C", "C", "C", "C", "C", "C", "C", "C", "C", "C", "C", "C", "C", "C", "C", "C", "C", "C", "C", "C", "C", "C", "C", "H", "H", "H", "H", "H", "H", "H", "H", "H", "H", "H", "H", "H", "H", "H", "H", "H", "H", "H", "H", "H", "H", "H", "H", "H", "H", "H", "H", "H", "H", "H", "H", "H", "H", "H", "H", "H", "H", "H", "H", "H", "H", "H", "H", "H", "H", "H", "H", "H", "H", "H", "H", "H", "H", "H", "H", "H"], "positions_angstrom": [[10.56, 4.92, -2.34], [11.25, 3.22, -1.20], [-1.25, 2.74, 3.56], [-2.41, -8.21, 1.85], [-4.05, -7.55, 0.60], [0.21, 3.99, -1.92], [-1.84, 1.77, -4.19], [0.00, 0.97, 3.48], [1.27, -5.02, -0.36], [10.44, 3.79, -1.90], [4.52, 4.81, 0.21], [-0.33, 2.05, 3.95], [-3.09, -8.25, 0.84], [6.27, 2.31, 0.11], [-2.55, 0.05, -2.51], [2.18, -2.73, -1.01], [-4.82, 1.75, -1.82], [0.46, 2.56, 5.11], [5.18, -0.34, -0.21], [-0.84, 3.07, -2.24], [-0.99, -5.32, 0.72], [-3.48, -0.39, -1.44], [-2.73, -1.68, 1.78], [-3.90, 2.20, -2.89], [-5.66, 0.12, 0.06], [1.62, 4.59, 0.08], [-4.35, -0.78, 3.53], [3.60, -2.12, -1.41], [6.76, 3.57, 0.26], [4.43, -1.72, -0.11], [1.90, 2.02, -0.07], [-3.31, 0.86, 1.88], [2.02, -4.27, -1.33], [0.19, 4.35, -0.54], [-2.69, -9.23, -0.20], [-1.20, 3.02, -3.78], [9.20, 3.04, -2.25], [2.55, 3.31, 0.03], [2.78, 0.79, -0.14], [-2.74, 1.33, -3.21], [-6.90, -0.58, -0.73], [0.06, -4.36, 0.03], [-5.16, -0.94, 1.10], [4.88, 2.28, 0.04], [-6.32, 1.44, 0.71], [4.05, 3.50, 0.11], [-3.90, -0.59, 1.99], [-4.62, 0.47, -1.08], [5.88, 4.78, 0.30], [4.24, 0.91, -0.10], [0.80, 1.87, -0.11], [3.42, -1.16, -1.99], [-5.19, -0.05, 3.72], [-0.56, 2.06, -1.81], [1.50, -4.34, -2.34], [-6.86, -1.69, -0.48], [-3.54, -9.90, -0.35], [-0.25, 3.18, -4.36], [-1.78, 3.38, -1.69], [-1.95, 3.84, -4.01], [2.11, 5.50, -0.34], [0.36, -3.61, 0.83], [-2.47, -8.68, -1.11], [4.19, -2.79, -2.10], [-7.14, 1.78, 0.03], [7.87, 3.69, 0.36], [2.25, -0.19, -0.21], [-1.53, -4.73, 1.52], [-6.72, 1.15, 1.72], [1.41, -2.17, -1.61], [-1.73, -5.69, -0.04], [-4.02, 1.68, 2.16], [8.57, 3.67, -2.88], [5.24, -2.51, -0.01], [6.39, 5.78, 0.42], [-0.40, 5.31, -0.37], [8.70, 2.80, -1.32], [-3.49, -0.40, 4.16], [-0.40, -3.73, -0.79], [-1.82, -9.78, 0.14], [-3.33, -1.35, -0.88], [-0.22, 2.68, 5.94], [5.87, -0.29, 0.70], [-7.89, -0.19, -0.38], [1.45, 4.79, 1.18], [9.50, 2.14, -2.78], [-6.74, -0.52, -1.84], [-6.04, -1.17, 1.79], [-0.42, -6.13, 1.25], [-0.33, 3.58, 0.11], [-5.67, 2.45, -1.60], [-1.81, -1.22, 1.31], [-3.04, -2.53, 1.12], [0.89, 3.51, 4.81], [5.88, -0.30, -1.10], [-2.43, -2.15, 2.77], [-5.55, 2.26, 0.77], [3.02, -4.79, -1.47], [-2.45, 0.93, 2.62], [-4.98, -1.91, 0.54], [-2.83, 1.03, 0.87], [2.00, -2.46, 0.07], [1.24, 1.84, 5.34], [-4.02, 3.17, -3.44], [-1.65, -0.56, -2.80], [-4.63, -1.84, 3.76], [3.86, -1.75, 0.85]], "homo_energy_ev": -8.36, "smiles": "CCOCCCCCc1ccc(CCOCCOc2ccc(C(C)(C)CC(C)(C)C)cc2)c2nccnc12.C[N+](=O)[O-].C[N+](=O)[O-].C[N+](=O)[O-]"}

[4]
{"formula": "C36H58BN6O8", "method": "ωB97M-V/def2-TZVPD", "species": ["O", "O", "O", "O", "O", "O", "O", "O", "N", "N", "N", "N", "N", "N", "C", "C", "C", "C", "C", "C", "C", "C", "C", "C", "C", "C", "C", "C", "C", "C", "C", "C", "C", "C", "C", "C", "C", "C", "C", "C", "C", "C", "C", "C", "C", "C", "C", "C", "C", "C", "B", "H", "H", "H", "H", "H", "H", "H", "H", "H", "H", "H", "H", "H", "H", "H", "H", "H", "H", "H", "H", "H", "H", "H", "H", "H", "H", "H", "H", "H", "H", "H", "H", "H", "H", "H", "H", "H", "H", "H", "H", "H", "H", "H", "H", "H", "H", "H", "H", "H", "H", "H", "H", "H", "H", "H", "H", "H", "H"], "positions_angstrom": [[-2.34, -1.77, 4.73], [-0.68, -0.22, -5.29], [0.50, 7.08, -3.44], [5.32, -2.62, 3.12], [-1.19, 1.95, 2.69], [3.50, 1.98, 3.08], [-1.89, -0.71, -7.05], [-2.60, 0.42, 0.14], [-0.37, 1.80, 4.75], [-0.28, 1.19, -3.36], [-1.21, -0.01, -1.82], [-3.76, -1.86, 3.00], [5.19, 0.52, 3.22], [6.58, -4.46, 2.95], [-1.42, -2.97, -4.02], [-1.19, -1.74, 0.21], [7.36, -5.59, 3.43], [-0.35, 6.01, -3.84], [-0.25, 2.18, -1.07], [-3.68, -3.63, -2.57], [0.31, 1.58, 0.22], [-5.06, 0.97, -4.39], [5.69, 2.88, 2.78], [-1.39, 1.74, 3.89], [-3.14, -4.56, -3.45], [1.39, 0.51, 0.03], [-0.39, 1.58, 6.19], [5.94, -3.52, 3.68], [0.50, 4.77, -4.01], [-2.75, 1.40, 4.44], [-0.78, 0.04, -3.97], [-4.12, 2.86, -5.54], [-0.57, 1.14, -2.07], [6.03, -3.61, 5.18], [0.44, 2.24, -4.09], [6.58, 0.08, 3.20], [-2.93, -3.96, 3.98], [-5.13, 2.32, -4.75], [4.70, 1.77, 3.04], [-1.33, -0.72, -3.00], [-2.97, -2.45, 3.94], [-4.59, -2.50, 2.00], [-1.96, -2.03, -3.14], [-2.97, 0.73, -5.58], [-3.09, -2.39, -2.41], [-0.37, 3.54, -4.27], [-2.00, -4.22, -4.18], [-3.06, 2.07, -5.96], [-1.85, -0.12, -6.05], [-3.99, 0.18, -4.80], [-1.71, -0.42, -0.46], [5.47, -2.79, 5.61], [-3.93, -4.37, 4.16], [-2.28, 0.62, 1.04], [0.77, 2.39, 0.77], [5.60, -4.55, 5.53], [-3.54, -1.68, -1.72], [0.31, 7.84, -3.98], [-1.16, 2.75, -0.89], [8.38, -5.52, 3.05], [6.70, -0.67, 2.43], [-0.54, -2.73, -4.59], [4.49, -0.18, 3.39], [6.92, -6.52, 3.07], [-2.00, -2.39, 0.52], [1.21, 4.92, -4.81], [-3.05, 2.14, 5.18], [-5.85, 0.56, -3.79], [-0.05, 2.48, 6.71], [-5.63, -2.20, 2.15], [0.52, 2.03, 4.32], [0.28, 0.75, 6.44], [-3.60, -5.52, -3.58], [-1.11, 5.85, -3.08], [-3.99, -0.86, -4.52], [2.35, 0.86, 0.39], [-4.29, -2.19, 1.00], [6.38, 2.98, 3.62], [-2.55, -4.36, 3.04], [6.82, -0.37, 4.16], [5.15, 3.81, 2.65], [7.39, -5.61, 4.51], [-3.48, 1.40, 3.63], [-0.62, -1.43, 1.09], [7.07, -3.55, 5.51], [7.26, 0.91, 3.02], [0.46, 2.89, -1.50], [-0.51, 1.25, 0.84], [0.80, 1.83, -5.02], [-0.68, 3.59, -5.31], [-0.84, 6.27, -4.78], [-4.20, 3.90, -5.82], [-2.73, 0.41, 4.90], [-4.57, -3.90, -2.03], [-1.24, 3.52, -3.63], [1.03, 4.63, -3.06], [1.32, 2.48, -3.50], [6.49, -4.34, 1.95], [1.15, -0.35, 0.65], [-3.74, -0.86, 3.04], [-0.49, -2.28, -0.42], [-2.29, 2.48, -6.59], [-2.27, -4.27, 4.78], [-4.53, -3.58, 2.07], [-1.56, -4.93, -4.86], [-5.97, 2.91, -4.41], [-1.39, 1.33, 6.53], [1.49, 0.12, -0.99], [6.26, 2.68, 1.87]], "homo_energy_ev": -10.79, "charge": 1, "de_lowest_kcal_mol": 7.5}

Taking the records one at a time from the top gives max |F| values of 6.478; 4.598; 4.204; 2.022 eV/Å.